84
Properties=species:S:1:pos:R:3 method="wB97M-V/def2-TZVPD" total_charge=+2 total_energy_ev=-120745.7289 lumo_energy_ev=-6.25 e_homo_ev=-14.20
C 3.52279 1.35691 0.31157
C 0.79059 2.86171 1.37287
H 3.32179 0.57771 -0.42913
C 2.31599 4.68501 1.92167
C -1.52001 -5.31069 0.92747
C -0.24581 -4.31859 -0.84953
C -2.44721 1.94931 -2.32953
H 1.32549 -1.33789 -3.65493
H -5.95211 -3.65639 0.82217
H 4.60529 1.38431 0.48427
F 0.61199 1.45341 -0.85833
F 2.03079 3.27771 -1.72973
C -0.55001 -0.84859 -1.66683
H -5.12311 -2.04299 2.49377
C 1.42979 5.59801 1.37467
H -1.00661 3.48751 0.35157
C 2.93149 2.26861 2.43577
H 3.96899 2.62331 2.43197
H 3.13349 -3.09639 -0.19753
H 3.51539 -0.92039 1.52587
H -4.20951 4.79681 -1.82523
H 3.02449 -0.36599 3.13747
C -2.51171 1.43021 -1.04273
H 3.26089 5.02271 2.31967
C 2.14519 -1.86939 -3.19593
C -3.85701 3.30211 -0.33783
H -2.06961 -6.15089 1.32007
H 5.15639 -3.19579 -3.96693
C -3.24011 2.09801 -0.05513
C -0.96141 -5.38839 -0.33933
C -5.12691 -3.00409 0.58047
H -3.31241 1.67201 0.93807
B 1.64019 2.26561 -2.46203
C 4.27039 -3.24409 -2.01983
F 2.40859 1.19511 -2.53903
C -4.53651 -3.07139 -0.67233
P -1.73851 -0.10369 -0.45633
H 4.53999 0.20451 2.42477
C -1.37471 -4.16019 1.68907
H -0.14511 -0.08099 -2.33063
H 2.67459 1.99761 3.46797
Cl 0.49499 0.06631 3.28017
C -3.05521 3.16521 -2.59943
H 3.27499 -1.97609 -5.00013
H -1.82531 -4.10399 2.66747
H -4.89151 -3.78379 -1.40133
C -3.75001 3.84361 -1.61033
C 0.23289 5.16101 0.83217
H 5.09059 -3.78539 -1.57123
H -2.98721 3.58611 -3.58993
C 3.50159 -0.06579 2.20377
C 4.30279 -2.91569 -3.36913
Cl -1.57511 2.00881 3.12307
H -4.41391 3.81981 0.42967
H -3.05661 -2.26089 -1.97793
H -1.08271 -6.28169 -0.93113
O 1.36279 -0.91089 0.40267
C -3.60271 -1.26189 1.21327
H -0.45381 5.86951 0.39727
H 0.19889 -4.37439 -1.83373
Ti 0.73449 0.93731 0.80957
F 0.61929 2.36001 -3.26753
C -0.43391 1.24481 4.22977
C 1.99429 3.33491 1.91657
H -1.05471 -1.59449 -2.28163
H -0.51501 -2.18929 1.77147
C 3.18179 -2.86909 -1.25483
H 0.24389 2.00731 4.61697
C -0.08401 -3.17299 -0.07773
H 3.21489 2.32971 -0.07633
P 0.78559 -1.73399 -0.72983
H -1.93221 1.42441 -3.11883
O -0.99281 0.25131 0.83527
C -0.07771 3.80921 0.81947
H 1.68179 6.64541 1.34557
C -4.66081 -2.09839 1.52067
H -3.21311 -0.57689 1.95497
C -3.01851 -1.31399 -0.04923
C 3.24569 -2.23349 -3.95233
C -3.49521 -2.21729 -0.99253
C 2.11959 -2.18669 -1.84583
H -0.95911 0.72371 5.03317
C -0.65401 -3.09109 1.18727
N 2.80799 1.06861 1.56827